[1]
Molecular formula: C22H42O5
Method: DFT, ωB97M-V/def2-TZVPD

Structure (ORCA input):
```
! wB97M-V def2-TZVPD RIJCOSX def2/J DEFGRID3
* xyz 0 1
C -1.6651 -1.8995 2.6258
C -1.4984 -3.0140 3.7046
C -2.5298 -3.1168 4.7458
C -2.4796 -4.1552 5.7880
C -1.3696 -5.0998 5.7377
C -0.3422 -4.9841 4.7135
C -0.3706 -3.9416 3.6633
C 0.7672 -3.9514 2.6014
C 1.4209 -2.5473 2.3095
O 2.7903 -2.5128 2.8472
C 2.7502 -1.6096 3.9210
O 3.0946 -1.9799 5.0068
H -1.4064 -0.9222 3.1348
H -1.0116 -2.0219 1.7262
H -2.7258 -1.7705 2.2749
H -3.3545 -2.3619 4.7155
H -3.2902 -4.1788 6.5548
H -1.3178 -5.9091 6.5105
H 0.4956 -5.7186 4.6931
H 1.5881 -4.6059 3.0142
H 0.4299 -4.4489 1.6489
H 0.8856 -1.6744 2.7551
H 1.4486 -2.4338 1.1863
H 2.3923 -0.5477 3.8039
C -3.5274 -0.6870 -2.3953
C -4.1529 -1.6539 -1.4045
O -4.4009 -1.0809 -0.1305
C -5.2829 0.0293 -0.0961
C -6.6756 -0.2828 -0.6163
H -2.5927 -0.2836 -1.9982
H -3.3164 -1.1943 -3.3389
H -4.1834 0.1587 -2.6107
H -3.4640 -2.4848 -1.2387
H -5.0723 -2.0908 -1.8085
H -4.8451 0.8776 -0.6332
H -5.3570 0.3315 0.9502
H -6.6635 -0.5741 -1.6678
H -7.3214 0.5928 -0.5207
H -7.1185 -1.1067 -0.0521
C 1.2388 1.4633 -2.4795
C 1.3694 0.4830 -1.3270
O 0.7129 -0.7551 -1.5566
C 1.1569 -1.5091 -2.6730
C 2.6235 -1.8985 -2.6005
H 0.1864 1.6547 -2.7022
H 1.7214 2.4108 -2.2296
H 1.7020 1.0843 -3.3925
H 0.9060 0.9189 -0.4391
H 2.4212 0.3121 -1.0734
H 0.9395 -0.9727 -3.6029
H 0.5515 -2.4173 -2.6919
H 3.2785 -1.0258 -2.5975
H 2.8951 -2.5158 -3.4595
H 2.8246 -2.4633 -1.6871
C 2.6448 7.5545 -2.7586
C 2.4379 6.2193 -2.0645
O 2.8461 5.1053 -2.8424
C 4.2129 5.0638 -3.2201
C 5.1702 5.0372 -2.0408
H 2.1163 7.5748 -3.7145
H 2.2704 8.3685 -2.1346
H 3.6990 7.7494 -2.9638
H 1.3721 6.0836 -1.8694
H 2.9351 6.2027 -1.0889
H 4.4449 5.8951 -3.8943
H 4.3442 4.1493 -3.8013
H 5.0948 5.9399 -1.4324
H 6.2015 4.9569 -2.3910
H 4.9543 4.1850 -1.3923
*
```

Results
Kohn-Sham gap   9.33 eV


[2]
Molecular formula: C22H43BNO12Ti
Method: DFT, ωB97M-V/def2-TZVPD

Structure (ORCA input):
```
! wB97M-V def2-TZVPD RIJCOSX def2/J DEFGRID3
* xyz 0 4
Ti -22.4633 6.5279 16.4231
O -26.8084 -0.9186 11.6648
C -26.5889 0.2881 11.5291
O -25.5990 0.7832 10.7918
B -25.5023 2.2132 11.0958
O -26.7386 2.5723 11.8165
C -27.3680 1.4891 12.2205
O -28.4483 1.4764 12.7878
O -25.2336 3.0236 9.8891
C -24.3066 3.9475 10.1068
O -23.9536 4.8960 9.3890
C -23.6845 3.5456 11.4914
O -24.3222 2.4369 11.9533
O -22.7344 4.1469 11.9768
C -27.8912 8.6472 12.1105
C -26.8475 8.9836 13.1771
C -27.3304 10.2216 14.0201
O -26.6245 7.8950 13.9904
H -28.7600 8.1011 12.4779
H -27.5650 8.0907 11.2319
H -28.2118 9.5714 11.6298
H -25.8830 9.1644 12.7027
H -27.6633 9.9155 15.0118
H -28.1179 10.8788 13.6513
H -26.4276 10.8186 14.1490
H -27.4458 7.6484 14.4220
C -20.7647 13.2346 17.2116
C -19.7737 12.2478 16.5752
C -18.6144 11.7699 17.3975
O -20.4609 11.2182 15.9935
H -21.4038 13.6657 16.4410
H -20.1369 14.0109 17.6490
H -21.4435 12.6671 17.8482
H -19.3064 12.7656 15.7376
H -18.0199 12.4915 17.9578
H -17.9113 11.3393 16.6845
H -18.9213 10.9747 18.0768
H -20.1891 11.2010 15.0729
C -16.0518 3.0205 17.1680
C -17.4394 3.1717 16.6198
C -18.1993 1.8627 16.4228
O -18.1979 3.9391 17.5591
H -15.6773 4.0417 17.2376
H -15.4527 2.4123 16.4903
H -15.9928 2.5591 18.1538
H -17.4568 3.7452 15.6931
H -18.4049 1.4245 17.3995
H -17.6501 1.1452 15.8132
H -19.1408 1.9642 15.8829
H -18.0474 3.5506 18.4240
C -25.2832 3.1975 22.6723
C -25.7828 3.8146 21.3671
C -27.3161 3.6203 21.1732
C -28.2010 4.5083 22.0399
C -27.7247 5.9460 21.8566
C -26.2736 6.2754 22.0588
N -25.4781 5.2731 21.3029
O -24.1609 5.5878 21.2198
C -25.9740 7.6361 21.4392
C -25.8923 6.3187 23.5365
C -25.0746 2.9924 20.2787
H -24.3086 3.5354 23.0245
H -25.2289 2.1242 22.4901
H -25.9152 3.3763 23.5422
H -27.5245 3.8641 20.1315
H -27.4689 2.5569 21.3577
H -28.1056 4.3166 23.1087
H -29.2381 4.3692 21.7348
H -28.2456 6.4687 22.6588
H -28.0541 6.2072 20.8509
H -26.1564 7.5524 20.3678
H -26.5706 8.4290 21.8904
H -25.0135 8.0862 21.6901
H -24.8247 6.4148 23.7345
H -26.2779 7.1945 24.0584
H -26.3640 5.5062 24.0891
H -23.9882 3.0779 20.3006
H -25.3351 3.3287 19.2752
H -25.3791 1.9505 20.3782
H -23.8902 5.5334 22.1392
*
```

Results
Relative energy (zero: lowest compared OMol25 entry of this formula, charge and spin)   163.0 kcal per mole
Kohn-Sham gap (spin up / spin down)   4.86 / 6.16 eV


[3]
Molecular formula: C22H43CeN2P3Se
Method: DFT, ωB97M-V/def2-TZVPD

Structure (ORCA input):
```
! wB97M-V def2-TZVPD RIJCOSX def2/J DEFGRID3
* xyz 3 2
Ce 0.1947 1.0018 0.9710
P -0.0324 -1.6525 -0.7865
P 2.9589 -0.3293 0.4697
P -2.2698 0.9698 -0.7886
H 2.2092 7.7648 0.9605
C 1.2589 7.8888 1.5160
C 0.8145 6.8679 2.3104
H 1.4725 6.0270 2.5730
C 0.4832 -1.5572 -2.5588
C 0.9259 -3.1613 -0.3103
C -1.6781 -2.4510 -1.0178
C 3.5979 1.3338 0.9833
C 4.0219 -1.4174 1.5072
C 3.8430 -0.5145 -1.1530
C -2.7446 2.7636 -0.7911
C -3.8325 0.2471 -0.1541
C -2.4934 0.6834 -2.5960
H 0.7917 8.8836 1.3932
H -0.1908 6.9142 2.7627
H 0.4063 -2.5577 -3.0031
H 1.5211 -1.2142 -2.6451
H -0.1526 -0.8722 -3.1308
H 0.7653 -3.9039 -1.1054
H 0.5507 -3.5888 0.6302
H 2.0037 -2.9712 -0.2073
H -1.5106 -3.4173 -1.5163
H -2.3834 -1.8669 -1.6255
H -2.1425 -2.6441 -0.0421
H 4.5832 1.1327 1.4280
H 2.9605 1.7935 1.7677
H 3.7131 2.0284 0.1351
H 5.0628 -1.4116 1.1524
H 3.6621 -2.4550 1.5043
H 3.9976 -1.0714 2.5495
H 4.9259 -0.5976 -0.9495
H 3.6471 0.3693 -1.7865
H 3.5110 -1.4164 -1.6959
H -3.6851 2.8644 -1.3598
H -1.9488 3.3588 -1.2690
H -2.9024 3.1538 0.2287
H -4.6670 0.9129 -0.4066
H -3.7708 0.1854 0.9398
H -4.0604 -0.7584 -0.5300
H -3.4553 1.1261 -2.9035
H -2.4925 -0.3741 -2.8902
H -1.6786 1.1699 -3.1536
C 1.2280 3.5666 -1.9711
C 1.5319 4.3435 -0.8377
C 1.6303 5.7375 -0.9538
C 1.4239 6.3547 -2.2071
C 1.1690 5.5666 -3.3303
C 1.0622 4.1844 -3.2294
Se 1.0771 1.7051 -1.7322
H -0.4031 2.7916 0.9212
H 1.6374 3.8420 0.1395
H 1.8425 6.3047 -0.0496
H 1.4578 7.4423 -2.3496
H 1.0484 6.1016 -4.2736
H 0.8600 3.5692 -4.0940
N -2.9237 0.6207 2.8138
C -2.1630 -0.4770 3.2231
C -2.7095 -1.4597 4.0728
C -1.9596 -2.6046 4.3331
C -0.7263 -2.7494 3.6965
C -0.2283 -1.7138 2.9023
N -0.9350 -0.5725 2.6478
H -2.4249 1.4751 2.5672
H -3.7783 0.7697 3.3389
H -3.7082 -1.2670 4.4849
H -2.3432 -3.3758 4.9942
H -0.1160 -3.6274 3.8323
H 0.7316 -1.7922 2.3742
*
```

Results
Relative energy (zero: lowest compared OMol25 entry of this formula, charge and spin)   45.7 kcal per mole
Kohn-Sham gap (spin up / spin down)   5.13 / 4.48 eV